Formula: C20H42O3P4Re
Source: the OMol25 dataset
Level of theory: ωB97M-V with the def2-TZVPD basis set

Cartesian coordinates (Å):
P 3.611 -0.887 0.170
C 4.277 -1.042 1.863
H 5.292 -1.463 1.837
H 3.587 -1.657 2.461
H 4.282 -0.019 2.278
C 3.864 -2.508 -0.678
H 3.934 -2.321 -1.767
H 2.965 -3.125 -0.486
H 4.774 -3.008 -0.303
C 4.905 0.112 -0.656
H 5.818 -0.490 -0.763
H 5.087 1.010 -0.047
H 4.522 0.422 -1.641
P -1.135 3.066 -0.922
C -1.183 3.517 0.824
H -1.534 4.555 0.892
H -0.188 3.437 1.269
H -1.872 2.855 1.353
C 0.008 4.282 -1.634
H -0.031 4.282 -2.730
H 1.042 4.062 -1.334
H -0.236 5.290 -1.267
C -2.820 3.373 -1.470
H -3.018 4.452 -1.540
H -3.504 2.932 -0.731
H -3.024 2.904 -2.442
P -2.612 -2.139 0.265
C -3.323 -2.364 1.886
H -4.240 -2.959 1.768
H -3.581 -1.395 2.335
H -2.626 -2.898 2.546
C -3.814 -2.374 -1.031
H -4.635 -2.972 -0.610
H -3.364 -2.923 -1.867
H -4.209 -1.417 -1.396
C -1.209 -3.183 -0.058
H -1.525 -4.228 0.081
H -0.393 -2.934 0.633
H -0.877 -3.037 -1.094
Re -0.581 0.657 -1.922
C 0.539 1.023 -0.317
O 1.222 1.087 0.631
C -1.800 -0.386 0.103
O -1.732 0.256 1.131
C -1.430 0.212 -3.846
C -0.963 -0.972 -3.252
C 0.360 -1.020 -2.771
C 1.189 0.100 -2.945
C 0.684 1.318 -3.417
C -0.632 1.368 -3.908
H -2.459 0.241 -4.194
H -1.618 -1.829 -3.101
H 0.756 -1.945 -2.339
H 2.224 0.019 -2.628
H 1.327 2.182 -3.483
H -1.059 2.307 -4.229
C 1.783 -0.879 4.584
P 0.345 -1.675 3.835
C 0.354 -3.361 4.488
C -1.116 -0.882 4.541
O 0.380 -1.625 2.335
H 1.995 0.060 4.060
H 2.652 -1.542 4.503
H 1.588 -0.674 5.644
H 0.153 -3.363 5.566
H -0.407 -3.958 3.973
H 1.340 -3.803 4.300
H -1.169 0.159 4.200
H -2.025 -1.400 4.219
H -1.058 -0.907 5.636

## Properties
⟨S²⟩: 3.762
Net charge: +4
2S+1: 4
Kohn-Sham gap (alpha / beta) in Ha: 0.2722 / 0.1810

Löwdin charges in e: 1.0216 -0.2017 0.0963 0.0367 0.0730 -0.2093 0.0645 0.0506 0.0920 -0.2095 0.0955 0.0719 0.0482 0.8098 -0.2033 0.0946 0.0658 0.0527 -0.2060 0.0614 0.0682 0.0866 -0.2144 0.0923 0.0691 0.0488 0.9245 -0.1308 0.0960 0.0846 0.0745 -0.1433 0.0955 0.0758 0.0840 -0.1561 0.1089 0.0454 0.0489 1.1523 -0.2782 0.1117 -0.2065 0.0809 -0.1231 -0.1544 -0.1773 -0.1516 -0.1865 -0.1475 0.1579 0.1294 0.1395 0.1274 0.1519 0.1502 -0.1645 0.5269 -0.1563 -0.1617 -0.4399 0.0553 0.0519 0.0780 0.0796 0.0535 0.0663 0.0595 0.0323 0.0797

***

Formula: C20H43BF3N4O5PS
Source: the OMol25 dataset
Level of theory: ωB97M-V with the def2-TZVPD basis set

Cartesian coordinates (Å):
C 5.147 -1.011 -0.102
C 4.515 -1.400 1.359
C 3.418 -2.617 1.346
C 2.475 -2.699 0.011
C 0.890 -3.122 0.337
C -0.026 -2.100 -0.552
C -1.639 -2.205 -0.336
C -2.449 -0.813 -0.134
C -2.703 -0.386 1.435
C -2.935 -1.525 2.583
O -3.889 -2.515 2.026
C -5.286 -2.121 2.261
C -6.203 -2.041 0.874
N -1.641 0.672 1.578
P -0.026 0.248 2.137
N 1.180 0.896 1.262
C -1.783 1.406 0.230
N -1.658 2.750 0.417
B -1.858 3.661 -0.766
C -3.288 4.247 -1.338
O -0.621 4.134 -1.471
N -2.102 0.461 -0.853
C -1.473 0.444 -2.195
C -2.416 1.218 -3.343
C 0.058 1.030 -2.309
C 1.101 0.051 -3.140
C 0.544 -0.450 -4.598
H 5.198 -1.891 -0.872
H 4.442 -0.176 -0.567
H 6.221 -0.496 -0.023
H 5.429 -1.743 2.045
H 4.121 -0.399 1.854
H 2.784 -2.522 2.344
H 4.034 -3.627 1.450
H 2.478 -1.661 -0.581
H 2.936 -3.487 -0.742
H 0.662 -3.143 1.483
H 0.751 -4.204 -0.095
H 0.188 -2.373 -1.695
H 0.409 -0.998 -0.427
H -2.085 -2.720 -1.317
H -1.813 -3.019 0.520
H -3.558 -1.043 -0.513
H -3.697 0.275 1.412
H -3.361 -0.975 3.548
H -1.948 -2.063 2.913
H -5.431 -1.103 2.818
H -5.831 -2.944 2.933
H -5.620 -1.612 -0.047
H -7.148 -1.336 1.046
H -6.641 -3.089 0.551
H 0.145 0.782 3.496
H 0.052 -1.192 2.233
H 1.784 0.131 0.890
H -1.449 3.174 1.354
H -3.048 4.968 -2.258
H -4.072 3.426 -1.622
H -3.721 4.974 -0.495
H 0.122 4.069 -0.781
H -1.407 -0.671 -2.622
H -3.408 1.509 -2.760
H -1.925 2.199 -3.748
H -2.659 0.470 -4.241
H 0.562 1.246 -1.276
H 0.073 2.068 -2.899
H 1.510 -0.853 -2.519
H 2.052 0.736 -3.368
H -0.043 0.363 -5.200
H 1.389 -0.947 -5.278
H -0.221 -1.341 -4.382
C 5.327 3.975 2.490
F 6.304 4.719 1.878
F 5.069 4.605 3.680
F 4.199 4.143 1.728
S 5.803 2.180 2.703
O 7.015 2.191 3.533
O 6.040 1.672 1.344
O 4.656 1.544 3.365

## Properties
Kohn-Sham gap in Ha: 0.2033

Löwdin charges in e: -0.1585 -0.2561 -0.2231 -0.2068 -0.2031 -0.2392 -0.1247 -0.1992 -0.2292 -0.1409 -0.2039 -0.2360 -0.0992 -0.1958 0.7648 -0.2564 -0.1262 0.2365 -0.4145 -0.0344 0.0422 0.0323 -0.2703 -0.0518 -0.1567 -0.2367 -0.1399 0.0673 0.0724 0.0853 0.1235 0.0885 0.1037 0.1146 0.0873 0.1196 0.0887 0.1155 0.1197 0.0722 0.1304 0.1331 0.1481 0.1669 0.1492 0.1245 0.1192 0.1384 0.0584 0.0910 0.0860 0.0321 0.0074 -0.0328 0.1938 0.1038 0.0701 0.0983 0.1344 0.1455 0.0756 0.0892 0.0998 0.0932 0.1181 0.0810 0.1285 0.0778 0.0955 0.0726 -0.5793 0.0783 0.0753 0.0648 0.4742 -0.3446 -0.3582 -0.3710

***

Formula: C20H43BiN2OP3
Source: the OMol25 dataset
Level of theory: ωB97M-V with the def2-TZVPD basis set

Cartesian coordinates (Å):
Bi -0.282 -0.003 1.110
P 1.884 1.161 2.312
P -1.120 2.061 -0.432
P 1.523 -0.563 -0.960
H -1.838 -2.248 1.020
C -0.788 -2.400 0.720
C 0.234 -2.412 1.646
H 0.009 -2.364 2.716
C 1.754 1.653 4.100
C 2.556 2.729 1.660
C 3.257 -0.079 2.443
C -2.401 1.362 -1.503
C -1.813 3.282 0.711
C 0.153 2.879 -1.426
C 2.367 -2.192 -0.797
C 2.900 0.603 -1.335
C 0.548 -0.733 -2.516
H -0.616 -2.551 -0.358
H 1.284 -2.580 1.409
H 1.520 0.717 4.539
H 0.886 2.344 4.141
H 2.627 2.042 4.595
H 1.721 3.479 1.731
H 2.928 2.603 0.614
H 3.369 2.973 2.387
H 2.889 -1.019 2.925
H 4.021 0.396 3.090
H 3.681 -0.326 1.441
H -2.774 2.273 -2.013
H -3.188 0.879 -0.873
H -1.967 0.624 -2.224
H -2.186 4.043 -0.012
H -1.000 3.681 1.375
H -2.631 2.810 1.313
H -0.451 3.689 -1.877
H 0.565 2.197 -2.204
H 0.956 3.279 -0.761
H 2.947 -2.343 -1.732
H 1.608 -2.998 -0.673
H 3.045 -2.178 0.088
H 3.360 0.237 -2.278
H 3.650 0.595 -0.507
H 2.509 1.638 -1.476
H 1.235 -1.133 -3.286
H 0.126 0.241 -2.847
H -0.287 -1.451 -2.355
C -2.609 -0.885 -6.125
C -3.743 -1.400 -6.794
C -3.939 -2.779 -6.791
C -3.027 -3.628 -6.146
C -1.904 -3.100 -5.492
C -1.690 -1.722 -5.482
O -2.348 0.452 -6.044
H -3.048 0.934 -6.537
H -4.437 -0.714 -7.287
H -4.812 -3.201 -7.298
H -3.190 -4.705 -6.152
H -1.187 -3.750 -4.989
H -0.825 -1.268 -4.995
C -0.872 0.951 6.479
N -0.260 -0.204 5.813
C 0.644 -1.122 6.490
C -0.277 -0.194 4.488
N -0.781 -0.255 3.382
H -0.738 0.801 7.553
H -1.943 1.031 6.193
H -0.394 1.906 6.165
H 0.386 -2.158 6.196
H 1.689 -0.954 6.169
H 0.538 -0.936 7.563

## Properties
Net charge: +3
Kohn-Sham gap in Ha: 0.1240

Löwdin charges in e: 1.3596 0.7310 0.5730 0.7167 0.0899 -0.1841 -0.1970 0.0605 -0.2167 -0.2344 -0.2227 -0.2285 -0.2443 -0.2454 -0.2327 -0.2317 -0.2495 0.0672 0.0487 -0.0208 0.0749 0.0852 0.0672 0.0409 0.0843 0.0658 0.0792 0.0329 0.0789 0.0775 0.0524 0.0768 0.0615 0.0771 0.0750 0.0405 0.0507 0.0844 0.0595 0.0569 0.0835 0.0487 0.0311 0.0799 0.0368 0.0568 -0.3310 -0.0133 -0.0660 -0.0864 -0.0962 -0.0573 0.0200 0.1227 0.1210 0.1192 0.1072 0.0976 0.0816 0.0146 -0.1837 0.0042 -0.2639 -0.0425 0.1113 0.1202 0.0970 0.1157 0.0977 0.1134

***

Formula: C20H43Cl16O5P
Source: the OMol25 dataset
Level of theory: ωB97M-V with the def2-TZVPD basis set

Cartesian coordinates (Å):
C 2.836 3.660 -3.518
O 1.464 3.545 -3.102
C 0.809 4.809 -3.302
C -0.523 4.756 -2.479
O -1.696 4.676 -3.315
C -2.834 4.626 -2.452
P -4.341 3.848 -3.229
O -5.304 3.500 -2.091
O -3.996 2.439 -4.073
O -5.190 4.917 -4.224
H 2.835 4.192 -4.503
H 3.282 2.644 -3.659
H 3.432 4.205 -2.731
H 1.449 5.618 -2.861
H 0.671 5.010 -4.397
H -0.460 3.850 -1.807
H -0.600 5.648 -1.787
H -3.121 5.626 -2.023
H -2.577 3.961 -1.576
H -3.221 2.005 -3.674
H -6.095 4.555 -4.171
Cl -1.527 0.801 -1.366
C -2.785 0.347 -0.183
C -3.879 1.385 -0.098
Cl -3.308 2.904 0.636
H -2.303 0.189 0.777
H -3.202 -0.605 -0.514
H -4.690 1.018 0.528
H -4.289 1.619 -1.081
Cl -1.450 -2.095 1.546
C -0.201 -2.723 0.435
C -0.753 -3.765 -0.512
Cl -1.190 -5.274 0.330
H 0.627 -3.125 1.041
H 0.176 -1.870 -0.132
H 0.003 -4.023 -1.254
H -1.636 -3.402 -1.037
Cl 2.883 -2.961 -1.639
C 4.127 -3.399 -0.442
C 3.603 -4.362 0.600
Cl 2.403 -3.599 1.678
H 4.497 -2.479 0.012
H 4.948 -3.861 -0.991
H 4.424 -4.704 1.233
H 3.139 -5.235 0.143
Cl -4.301 -0.282 2.971
C -5.827 0.611 3.200
C -6.191 0.757 4.660
Cl -6.641 -0.800 5.402
H -6.611 0.093 2.644
H -5.687 1.597 2.753
H -7.053 1.417 4.760
H -5.369 1.180 5.236
Cl 5.844 0.176 2.684
C 4.714 -1.075 3.262
C 5.330 -1.957 4.323
Cl 6.616 -2.996 3.661
H 4.388 -1.658 2.402
H 3.847 -0.554 3.669
H 4.569 -2.620 4.738
H 5.751 -1.370 5.138
Cl 4.937 5.514 -5.037
C 6.183 4.859 -6.129
C 5.638 3.779 -7.036
Cl 5.217 2.298 -6.141
H 7.007 4.492 -5.519
H 6.549 5.694 -6.728
H 6.392 3.500 -7.772
H 4.749 4.115 -7.570
Cl -10.261 -3.428 2.494
C -10.433 -2.010 3.558
C -10.307 -0.709 2.798
Cl -8.650 -0.439 2.202
H -9.685 -2.086 4.347
H -11.420 -2.076 4.016
H -10.547 0.127 3.456
H -10.984 -0.675 1.945
Cl 7.355 -5.915 2.154
C 8.600 -6.365 3.347
C 8.074 -7.332 4.384
Cl 6.881 -6.573 5.467
H 8.974 -5.450 3.805
H 9.417 -6.827 2.792
H 8.894 -7.681 5.011
H 7.606 -8.200 3.920

## Properties
Kohn-Sham gap in Ha: 0.3726

Löwdin charges in e: -0.1636 -0.2217 -0.1832 -0.1736 -0.1903 -0.2537 0.6293 -0.3597 -0.1578 -0.1646 0.0248 0.0799 0.0905 0.1244 0.1371 0.1214 0.1335 0.1283 0.0375 0.0491 0.0702 0.5643 -0.6991 -0.6491 0.5840 -0.0159 0.0689 0.0366 0.0402 0.5792 -0.7064 -0.6596 0.5378 -0.1028 0.0598 0.0487 0.0666 0.5778 -0.6381 -0.5893 0.6775 0.0628 0.0776 0.0572 0.0783 0.5825 -0.6871 -0.6553 0.5343 -0.0648 0.0730 0.0717 0.0691 0.5387 -0.6761 -0.6500 0.5249 0.0138 0.0770 0.0739 0.0693 0.5956 -0.6453 -0.6572 0.5549 0.0698 0.0718 0.0717 0.0703 0.5427 -0.6623 -0.6291 0.6331 0.0582 0.0728 0.0750 0.0697 0.5102 -0.6591 -0.6644 0.5343 0.0651 0.0724 0.0720 0.0678

***

Formula: C20H43Cl2O12P
Source: the OMol25 dataset
Level of theory: ωB97M-V with the def2-TZVPD basis set

Cartesian coordinates (Å):
C -3.804 0.568 2.236
O -4.204 1.475 3.300
P -2.927 2.155 4.085
O -2.214 3.288 3.413
O -3.555 2.493 5.520
C -3.724 3.849 5.892
O -2.062 0.886 4.501
C -1.082 0.987 5.467
H -4.408 -0.321 2.054
H -2.725 0.428 2.179
H -3.935 1.059 1.272
H -3.341 4.618 5.222
H -3.215 4.062 6.832
H -4.740 4.106 6.189
H -0.128 0.733 5.003
H -1.310 0.246 6.233
H -1.054 1.982 5.910
C 0.763 -6.166 -3.164
C 0.837 -4.729 -3.027
O 2.228 -4.350 -3.295
C 2.804 -3.215 -2.876
C 4.147 -2.976 -3.449
O 2.387 -2.376 -2.169
H 1.303 -6.593 -2.318
H 1.207 -6.558 -4.079
H -0.261 -6.530 -3.082
H 0.321 -4.346 -3.908
H 0.226 -4.322 -2.222
H 4.795 -3.829 -3.251
H 4.540 -2.047 -3.038
H 4.060 -2.785 -4.519
C -1.151 2.284 -7.805
C -1.912 1.151 -7.305
O -2.792 1.310 -6.142
C -2.413 1.358 -4.892
C -3.580 1.558 -3.928
O -1.274 1.458 -4.524
H -0.098 2.271 -7.521
H -1.636 3.225 -7.549
H -1.009 2.243 -8.885
H -2.619 0.920 -8.101
H -1.154 0.413 -7.043
H -4.322 2.165 -4.448
H -3.302 2.059 -3.000
H -3.784 0.553 -3.559
C -0.136 -2.069 3.254
C 1.363 -1.782 3.192
O 1.789 -1.662 1.868
C 3.171 -1.618 1.820
C 3.714 -1.837 0.454
O 3.931 -1.375 2.735
H -0.268 -3.142 3.118
H -0.599 -1.525 2.430
H -0.594 -1.789 4.202
H 1.721 -0.842 3.614
H 1.936 -2.573 3.676
H 2.934 -1.537 -0.245
H 3.864 -2.903 0.279
H 4.677 -1.377 0.236
C 0.620 2.382 0.467
C 0.816 2.045 1.936
O 2.142 2.324 2.231
C 2.499 2.596 3.504
C 3.987 3.066 3.542
O 1.820 2.459 4.533
H 0.790 3.418 0.171
H -0.447 2.329 0.249
H 1.238 1.833 -0.244
H 0.121 2.600 2.566
H 0.747 0.967 2.078
H 4.637 2.367 4.069
H 3.879 3.973 4.136
H 4.269 3.417 2.549
Cl -1.000 -0.325 -0.138
C -0.740 -0.910 -1.857
Cl -2.274 -1.816 -2.309
H -0.640 0.067 -2.332
H 0.151 -1.524 -1.987

## Properties
Kohn-Sham gap in Ha: 0.3831

Löwdin charges in e: -0.1116 -0.2038 0.4605 -0.2437 -0.1992 -0.1226 -0.2339 -0.1172 0.0938 0.0426 0.0761 0.0836 0.0838 0.0850 0.0733 0.0970 0.0948 -0.0959 -0.2301 0.0156 -0.5714 0.0196 0.0996 0.0868 0.0904 0.0912 0.1225 0.1257 0.0938 0.0924 0.0934 -0.0974 -0.2046 0.0041 -0.5749 0.0240 0.0883 0.0810 0.0939 0.0822 0.1260 0.1265 0.0874 0.0852 0.0609 -0.0397 -0.2617 -0.0344 -0.5007 0.0123 0.0963 0.0773 0.0324 0.0707 0.1129 0.1250 0.0622 0.0938 0.0962 -0.1014 -0.2400 -0.0197 -0.4649 0.0273 0.0620 0.0766 0.0429 0.0721 0.1112 0.1038 0.0864 0.0773 0.0770 0.5427 -0.8384 0.4543 0.0090 0.0044

***

Formula: C20H43DyN2OP3
Source: the OMol25 dataset
Level of theory: ωB97M-V with the def2-TZVPD basis set

Cartesian coordinates (Å):
Dy 0.480 -0.044 0.942
P -0.532 2.059 2.385
P -1.669 -1.386 0.569
P -0.178 1.409 -1.239
H 2.752 -1.265 0.204
C 2.391 -0.283 -0.176
C 2.551 0.862 0.572
H 3.056 0.838 1.554
C -0.235 1.916 4.110
C -2.274 2.319 2.398
C 0.318 3.549 1.888
C -1.281 -2.729 -0.535
C -2.255 -2.094 2.085
C -3.076 -0.555 -0.112
C 1.159 2.464 -1.796
C -1.621 2.455 -1.230
C -0.395 0.228 -2.581
H 2.230 -0.241 -1.262
H 2.527 1.880 0.133
H 0.946 1.888 4.235
H -0.639 1.041 4.610
H -0.338 2.948 4.615
H -2.755 1.445 2.825
H -2.607 2.523 1.398
H -2.351 3.186 3.053
H 1.406 3.463 1.970
H -0.068 4.283 2.590
H 0.048 3.820 0.867
H -2.217 -3.276 -0.567
H -0.478 -3.346 -0.136
H -1.003 -2.368 -1.526
H -3.104 -2.665 1.726
H -2.567 -1.313 2.777
H -1.514 -2.737 2.547
H -3.802 -1.363 -0.125
H -2.904 -0.185 -1.120
H -3.410 0.256 0.534
H 0.765 2.845 -2.735
H 2.075 1.902 -1.957
H 1.333 3.269 -1.087
H -1.694 2.765 -2.269
H -1.447 3.312 -0.581
H -2.514 1.922 -0.918
H -0.477 0.859 -3.467
H -1.300 -0.369 -2.457
H 0.469 -0.439 -2.667
C -0.989 -3.459 -5.682
C -0.528 -4.582 -6.381
C 0.760 -4.567 -6.924
C 1.581 -3.438 -6.771
C 1.103 -2.325 -6.070
C -0.183 -2.327 -5.521
O -2.247 -3.412 -5.116
H -2.694 -4.245 -5.299
H -1.173 -5.461 -6.497
H 1.124 -5.437 -7.467
H 2.585 -3.432 -7.197
H 1.732 -1.443 -5.946
H -0.571 -1.467 -4.975
C 1.713 0.168 6.333
N 2.308 0.839 5.192
C 3.258 1.951 5.352
C 1.726 0.715 4.010
N 1.332 0.335 2.863
H 2.256 0.454 7.244
H 1.878 -0.891 6.131
H 0.635 0.348 6.499
H 4.108 1.677 4.719
H 2.898 2.957 5.060
H 3.585 1.997 6.399

## Properties
⟨S²⟩: 9.326
Net charge: +3
2S+1: 6
Kohn-Sham gap (alpha / beta) in Ha: 0.1028 / 0.1061

Löwdin charges in e: 1.0614 0.6925 0.6042 0.6766 0.1252 -0.1879 -0.1716 0.0905 -0.2361 -0.2241 -0.2016 -0.2106 -0.2193 -0.2240 -0.2253 -0.2206 -0.2379 0.0843 0.0867 0.0417 0.0823 0.1347 0.0632 0.0319 0.0757 0.0674 0.0740 0.0361 0.0780 0.0711 0.0494 0.0739 0.0592 0.0695 0.0792 0.0427 0.0563 0.0779 0.0611 0.0566 0.0782 0.0488 0.0356 0.0779 0.0382 0.0577 -0.3211 -0.0177 -0.0612 -0.0862 -0.0985 -0.0529 0.0249 0.1033 0.1235 0.1159 0.1084 0.0974 0.0831 0.0195 -0.1738 0.0258 -0.2383 -0.1172 0.1208 0.1137 0.1092 0.1099 0.1120 0.1185